Record 1
The following is a quantum chemistry calculation of C51H46BrI2KN5O3Sb2 as an isolated structure, from the OMol25 dataset.

Output
**Total charge**: -1
**E_LUMO**: 0.0799 Ha
**Maximum force**: 0.95 eV Å⁻¹
**HOMO-LUMO gap**: 6.91 eV
**Relative energy (zero: lowest compared OMol25 entry of this formula, charge and spin)**: 54.48 kJ/mol

Each line ends with the Mulliken charge.
Cartesian coordinates (Å):
1 K 1.27504 0.46017 0.35008  0.817
2 I 5.73543 -3.99719 -3.68820  -0.013
3 C 4.45029 -2.46007 -3.11268  -0.507
4 C 4.89170 -1.46761 -2.25594  -0.448
5 C 4.03015 -0.45440 -1.87800  0.045
6 I 4.71814 1.02564 -0.57703  0.058
7 C 2.68364 -0.37567 -2.32578  -0.113
8 O 1.87318 0.53749 -1.94955  0.237
9 C 2.27419 -1.42017 -3.21058  0.701
10 C 0.86552 -1.38896 -3.75533  -1.649
11 N -0.22729 -1.37865 -2.78502  0.060
12 C -0.14646 -2.45754 -1.82491  -0.239
13 C -1.45244 -2.73976 -1.13256  0.215
14 C -1.65263 -3.98772 -0.53344  -0.911
15 C -2.85058 -4.25257 0.09884  -0.367
16 C -3.82716 -3.26315 0.11158  -0.991
17 C -3.53072 -2.05515 -0.49402  -0.016
18 N -2.37456 -1.78116 -1.09381  0.120
19 C 3.14104 -2.42531 -3.57915  -0.476
20 H 5.90378 -1.48076 -1.87270  0.368
21 H 0.72821 -2.25778 -4.40913  0.472
22 H 0.73098 -0.49755 -4.37564  0.277
23 H -0.19377 -0.49570 -2.28678  -0.216
24 H 0.61133 -2.30054 -1.03135  0.085
25 H 0.18730 -3.36403 -2.33970  0.509
26 H -0.86734 -4.73147 -0.57722  0.438
27 H -3.02704 -5.21357 0.56578  0.419
28 H -4.79000 -3.41946 0.57966  0.428
29 H -4.27002 -1.25866 -0.50196  0.426
30 H 2.78924 -3.20272 -4.25023  0.333
31 C -2.72282 3.24043 -0.12511  -1.046
32 C -2.10015 4.58207 0.29663  -0.315
33 C -1.70621 4.60433 1.76265  -1.703
34 Sb -0.07432 3.22225 2.05862  0.186
35 C 1.39025 4.49223 1.15172  0.505
36 C 1.52827 5.82800 1.52066  -0.407
37 C 2.45112 6.64959 0.89352  -0.700
38 C 3.25645 6.14090 -0.11612  -0.675
39 C 3.13843 4.81047 -0.48279  -0.562
40 C 2.20930 3.99262 0.15027  0.179
41 C 0.41708 3.73362 4.06387  0.337
42 C 1.74892 3.74107 4.45995  -0.641
43 C 2.09273 3.99424 5.77851  -0.518
44 C 1.10462 4.24150 6.72217  -0.583
45 C -0.22748 4.23492 6.33811  -0.600
46 C -0.56719 3.98030 5.01584  -0.214
47 Sb -1.61051 2.12269 -1.60683  0.690
48 C -0.71119 3.70178 -2.69824  0.163
49 C 0.60177 3.47722 -3.10604  -0.650
50 C 1.28018 4.44626 -3.83480  -0.390
51 C 0.65403 5.63948 -4.15724  -0.553
52 C -0.65497 5.86808 -3.75467  -0.640
53 C -1.33358 4.90006 -3.03058  -0.225
54 C -3.21102 1.72183 -2.93115  0.452
55 C -4.32132 1.03377 -2.45891  -0.388
56 C -5.34125 0.65382 -3.31648  -0.629
57 C -5.25565 0.95125 -4.66905  -0.452
58 C -4.15026 1.63586 -5.15240  -0.653
59 C -3.13494 2.01915 -4.28738  -0.438
60 H -3.75416 3.36160 -0.45426  0.585
61 H -2.74695 2.55286 0.72589  0.494
62 H -2.81631 5.38470 0.08953  0.362
63 H -1.22040 4.82349 -0.31017  0.200
64 H -2.54265 4.28910 2.39133  0.513
65 H -1.38182 5.59543 2.08909  0.668
66 H 0.91062 6.23069 2.31763  0.295
67 H 2.54511 7.68701 1.19265  0.383
68 H 3.97827 6.78065 -0.60910  0.367
69 H 3.76639 4.38915 -1.25864  0.430
70 H 2.17834 2.95618 -0.16477  -0.008
71 H 2.52692 3.54050 3.73195  0.289
72 H 3.13677 3.99149 6.06860  0.441
73 H 1.37356 4.43607 7.75308  0.381
74 H -1.00834 4.42357 7.06502  0.403
75 H -1.61557 3.97027 4.73515  0.340
76 H 1.09870 2.54309 -2.85568  0.181
77 H 2.30171 4.26308 -4.14610  0.452
78 H 1.18501 6.39570 -4.72299  0.360
79 H -1.14345 6.80215 -4.00600  0.377
80 H -2.35618 5.08406 -2.71854  0.420
81 H -4.39504 0.78136 -1.40610  0.389
82 H -6.19868 0.11509 -2.93012  0.393
83 H -6.04521 0.64503 -5.34429  0.361
84 H -4.07317 1.87086 -6.20722  0.384
85 H -2.27792 2.55701 -4.67634  0.407
86 Br 6.50795 -3.45890 4.51616  -0.236
87 C 5.66060 -1.76383 4.33509  -0.041
88 C 6.20189 -0.67264 4.99319  -0.315
89 C 5.57719 0.55892 4.86057  -0.611
90 C 4.43052 0.68421 4.09244  -0.105
91 C 3.90296 -0.41760 3.43250  -0.066
92 C 4.52806 -1.65333 3.55082  -0.234
93 C 2.64157 -0.29501 2.57335  0.500
94 O 2.38054 -1.24195 1.80949  -0.924
95 O 1.98244 0.76792 2.73605  -0.034
96 H 7.09450 -0.78389 5.59364  0.397
97 H 5.99276 1.42397 5.36352  0.400
98 H 3.91734 1.62987 3.98586  0.366
99 H 4.11789 -2.49693 3.01305  0.549
100 N -0.08911 -0.74569 5.90922  -0.541
101 C -1.00576 -0.74455 4.88180  0.206
102 C -1.16002 0.40200 4.07105  0.528
103 N -2.00644 0.43093 3.06814  -0.190
104 C -2.73665 -0.67528 2.85868  -0.143
105 C -2.61300 -1.77647 3.67755  -0.419
106 N -1.74980 -1.82482 4.69459  -0.685
107 H 0.70291 -0.13556 5.76362  0.251
108 H 0.17571 -1.67301 6.20576  0.296
109 H -0.52850 1.26568 4.24231  -0.178
110 H -3.40072 -0.68132 2.00591  0.365
111 H -3.21053 -2.66288 3.49571  0.409

Record 2
The following is a quantum chemistry calculation of a 8-piece molecular cluster, C51H46ClN3O29PS overall, from the OMol25 dataset.

Output
**Total charge**: +1
**E_LUMO**: -0.1340 Ha
**Maximum force**: 1.59 eV Å⁻¹
**HOMO-LUMO gap**: 7.41 eV
**Relative energy (zero: lowest compared OMol25 entry of this formula, charge and spin)**: 0.00 kJ/mol

Each line ends with the Mulliken charge.
Cartesian coordinates (Å):
1 N 5.88042 -0.94972 0.17028  -0.773
2 C 4.88771 -0.50424 1.14406  -0.344
3 C 4.76381 1.02990 1.22074  -0.692
4 O 5.47670 1.72756 0.22305  -0.450
5 C 3.33538 1.50748 1.22841  -0.413
6 C 2.52557 1.21876 0.01422  -0.279
7 C 2.85643 0.78508 -1.20637  -0.562
8 N 1.68177 0.73366 -1.94926  0.136
9 P 1.65992 0.23546 -3.61616  0.529
10 S 1.52272 -1.64735 -3.90256  -0.257
11 C 0.64899 1.12325 -1.19944  0.497
12 C -0.74230 1.18549 -1.71174  -0.710
13 C -1.82181 1.61234 -0.70376  -1.510
14 C -1.77901 0.74977 0.55476  -0.284
15 Cl -3.27193 -0.17956 0.80739  -0.327
16 N 1.15085 1.39547 -0.01228  0.155
17 H 5.59654 -1.86038 -0.16079  0.313
18 H 5.86780 -0.36990 -0.66049  0.150
19 H 5.20985 -0.84754 2.11846  0.397
20 H 3.90105 -0.94211 0.99067  0.284
21 H 5.15723 1.34840 2.18249  0.650
22 H 6.40946 1.51269 0.30493  0.417
23 H 3.39801 2.59268 1.28927  0.566
24 H 2.85872 1.16194 2.13869  0.107
25 H 3.79056 0.50310 -1.62737  1.020
26 H 0.59486 0.97253 -4.13702  0.063
27 H 2.84987 0.76904 -4.10622  -0.250
28 H -0.78604 1.84497 -2.57028  0.566
29 H -1.02037 0.20072 -2.07777  0.415
30 H -2.76844 1.40852 -1.18120  0.508
31 H -1.78742 2.66510 -0.49222  0.453
32 H -0.99609 0.02024 0.50767  0.288
33 H -1.62047 1.36928 1.41867  0.177
34 H 0.58858 1.71983 0.75768  0.217
35 C 6.41636 5.01587 -4.03129  -0.900
36 C 5.97068 4.12575 -3.13500  0.335
37 C 5.30980 2.84236 -3.55072  0.949
38 O 4.95901 2.09852 -2.64530  -0.296
39 C 5.13192 2.57619 -4.95890  -1.242
40 C 5.57418 3.46652 -5.86430  0.323
41 C 6.26070 4.74669 -5.44993  0.972
42 O 6.64479 5.48719 -6.32915  -0.587
43 O 5.44543 3.29121 -7.16026  -0.562
44 O 6.07483 4.30060 -1.82466  -0.609
45 H 6.89461 5.94107 -3.74330  0.452
46 H 4.64622 1.65540 -5.24875  0.499
47 H 5.84897 4.07408 -7.58606  0.367
48 H 5.67928 3.51083 -1.40168  0.297
49 C 1.17904 -4.18046 3.96052  -0.740
50 C 1.37064 -3.20297 3.06988  -0.083
51 C 0.58141 -3.11257 1.80154  1.240
52 O 0.83426 -2.17021 1.05966  -0.477
53 C -0.40378 -4.12394 1.52058  -1.303
54 C -0.60870 -5.11304 2.40788  0.341
55 C 0.16831 -5.19608 3.69923  0.945
56 O -0.08332 -6.10734 4.45622  -0.581
57 O -1.49035 -6.07091 2.21794  -0.574
58 O 2.26817 -2.23363 3.21730  -0.362
59 H 1.74451 -4.25465 4.87900  0.543
60 H -0.95272 -4.05306 0.59262  0.564
61 H -1.44142 -6.65209 3.00208  0.365
62 H 2.16982 -1.66587 2.43114  0.087
63 C 3.76685 0.64698 7.48242  -0.845
64 C 3.28253 0.17122 6.32753  0.266
65 C 2.95580 1.07618 5.17366  1.005
66 O 2.53561 0.54258 4.15719  -0.465
67 C 3.14808 2.49837 5.32563  -1.133
68 C 3.63093 2.98195 6.48283  0.339
69 C 3.98426 2.07469 7.63720  0.977
70 O 4.43122 2.58988 8.63953  -0.593
71 O 3.83013 4.26487 6.69453  -0.569
72 O 3.05863 -1.11721 6.11128  -0.557
73 H 4.00784 0.00684 8.31890  0.463
74 H 2.89259 3.13825 4.49252  0.464
75 H 4.18323 4.34154 7.60344  0.368
76 H 2.71619 -1.19396 5.19815  0.243
77 C 0.50566 -6.94576 -5.38283  -0.866
78 C 0.95347 -5.68945 -5.27143  0.257
79 C 0.67299 -4.64856 -6.32284  1.002
80 O 1.09531 -3.52021 -6.13970  -0.517
81 C -0.08170 -5.03952 -7.49564  -1.039
82 C -0.52838 -6.29873 -7.61183  0.402
83 C -0.27149 -7.33351 -6.54852  1.016
84 O -0.72451 -8.44715 -6.71739  -0.607
85 O -1.22138 -6.72250 -8.65459  -0.579
86 O 1.67138 -5.26977 -4.23631  -0.607
87 H 0.69946 -7.70016 -4.63370  0.438
88 H -0.26321 -4.28721 -8.24978  0.464
89 H -1.41938 -7.66354 -8.48613  0.366
90 H 1.86543 -4.33050 -4.40912  0.244
91 C -5.66727 -0.50896 3.61113  -0.937
92 C -6.95811 -0.79412 3.39536  0.410
93 C -8.01352 -0.52808 4.43588  0.966
94 O -9.16425 -0.79688 4.15654  -0.618
95 C -7.59757 0.03015 5.71120  -1.007
96 C -6.30505 0.31104 5.92446  0.360
97 C -5.25598 0.06809 4.87430  1.145
98 O -4.10448 0.36811 5.13778  -0.707
99 O -5.85595 0.81990 7.06281  -0.581
100 O -7.39977 -1.32127 2.26505  -0.581
101 H -4.89956 -0.68790 2.87350  0.442
102 H -8.35981 0.20256 6.45762  0.443
103 H -4.89295 0.92491 6.95024  0.356
104 H -8.36538 -1.42175 2.37229  0.372
105 C -4.92726 4.26948 4.09241  -0.869
106 C -4.50952 3.47826 3.09479  0.238
107 C -3.30678 3.82406 2.26027  0.997
108 O -2.97989 3.03795 1.38039  -0.325
109 C -2.60685 5.05734 2.53154  -1.204
110 C -3.02411 5.85507 3.52868  0.370
111 C -4.21326 5.49850 4.38582  0.930
112 O -4.51353 6.26398 5.27723  -0.596
113 O -2.43460 6.99260 3.82983  -0.575
114 O -5.12055 2.34785 2.77592  -0.488
115 H -5.78882 4.03082 4.70004  0.513
116 H -1.75544 5.30342 1.91273  0.469
117 H -2.93122 7.36724 4.58446  0.363
118 H -4.62848 1.95553 2.02884  0.166
119 C -4.11664 -1.61680 -6.59087  -1.110
120 C -5.28748 -1.32792 -6.00240  0.371
121 C -5.38578 -1.04750 -4.52605  0.961
122 O -6.47511 -0.77456 -4.06649  -0.610
123 C -4.17071 -1.12199 -3.72778  -1.029
124 C -3.00639 -1.41362 -4.31876  0.186
125 C -2.90408 -1.66818 -5.79839  1.100
126 O -1.80155 -1.90741 -6.25331  -0.587
127 O -1.85879 -1.49997 -3.65036  -0.275
128 O -6.42827 -1.26668 -6.66554  -0.557
129 H -4.03430 -1.81738 -7.64952  0.456
130 H -4.25509 -0.93705 -2.66498  0.649
131 H -1.16902 -1.72210 -4.31329  0.075
132 H -7.11594 -1.04022 -6.01116  0.362

> Which of these has the highest relative energy (zero: lowest compared OMol25 entry of this formula, charge and spin)?

C51H46BrI2KN5O3Sb2

> E_LUMO of number 2 (C51H46ClN3O29PS)?

-0.1340 Ha